41
Properties=species:S:1:pos:R:3 method="wB97M-V/def2-TZVPD" multiplicity=6 total_charge=+2 s_squared=9.3448 gap_ha="0.2526 / 0.2347" homo_ev="-15.05 / -15.05"
I 3.55042 -0.92941 -1.57471
I 3.47758 -1.36177 1.03438
Dy -1.30828 -1.00653 -0.37581
P -0.15655 -3.52673 -0.82478
C 1.52901 -4.20089 -0.72571
C -0.97837 -4.71937 0.30723
H -1.64598 -3.96061 -2.71854
H -0.51423 -5.32546 -2.39343
H 0.07975 -3.83173 -3.20594
C -0.61385 -4.23185 -2.44521
H -2.04110 -4.47289 0.42766
H -0.86372 -5.71662 -0.13477
H 1.46666 -5.27538 -0.92583
H 1.96009 -4.01073 0.26872
H -0.47644 -4.68158 1.28703
H 2.15600 -3.69405 -1.47349
C 5.35055 0.53505 0.04976
O 6.12871 1.19014 0.52873
Cl -3.55667 -1.62998 -1.04006
C -3.06568 2.40120 -0.41980
C -1.57848 2.72636 -0.52378
P -0.45951 1.53973 0.33522
C 1.22533 2.18432 0.09516
C 1.34299 3.69936 -0.05748
C -0.77369 1.87432 2.11798
C -0.76793 3.34008 2.52210
H -3.34855 1.42008 -0.83964
H -3.61400 3.15985 -0.99312
H -3.42805 2.45773 0.61278
H -1.23974 2.75038 -1.57673
H -1.38151 3.72464 -0.11237
H 1.81185 1.78113 0.93800
H 1.62113 1.69466 -0.80861
H 1.20436 4.27383 0.86750
H 2.35519 3.90829 -0.41767
H 0.64637 4.08689 -0.81158
H -1.74888 1.41004 2.36034
H -0.00535 1.30258 2.66777
H -1.47413 3.94522 1.93603
H -1.09407 3.37259 3.56645
H 0.22879 3.79714 2.47624



55
Properties=species:S:1:pos:R:3 method="wB97M-V/def2-TZVPD" smiles="O=C1C=CC(=O)C(CCCC(F)(F)C(F)(F)F)=C1.C[N+](=O)[O-].C[N+](=O)[O-].C[N+](=O)[O-].C[N+](=O)[O-]" gap_ha=0.3280 homo_ev=-9.92
O 3.53110 -1.70471 -0.99556
C 2.63018 -1.26252 -1.68102
C 1.90112 -2.07114 -2.69039
C 1.40464 -1.45570 -3.76851
C 1.64436 0.00954 -3.92561
O 1.78273 0.49957 -5.02703
C 1.75959 0.80164 -2.66614
C 1.33524 2.23591 -2.66076
C -0.09692 2.40368 -3.18681
C -1.06786 1.54533 -2.36559
C -1.99701 0.66833 -3.18332
F -1.48316 0.30078 -4.38021
F -3.14895 1.35780 -3.44302
C -2.43132 -0.63670 -2.45771
F -2.91860 -1.52100 -3.35127
F -3.38080 -0.36828 -1.54816
F -1.40060 -1.22742 -1.82044
C 2.22501 0.16262 -1.58016
H 1.80652 -3.13248 -2.52346
H 0.86906 -1.97012 -4.54923
H 1.41477 2.61805 -1.64728
H 2.02606 2.80340 -3.28207
H -0.10475 2.16057 -4.24284
H -0.35771 3.45351 -3.10758
H -0.55714 0.94195 -1.62329
H -1.72577 2.20220 -1.80696
H 2.32537 0.70355 -0.65222
C 6.30947 -1.31958 0.66460
N 7.37891 -0.28616 0.71218
O 7.60523 0.25021 1.77573
O 7.95598 -0.04662 -0.32546
H 5.88922 -1.42221 1.65744
H 5.55765 -0.98848 -0.04396
H 6.76860 -2.24521 0.33192
C 0.58742 1.51471 3.10237
N 1.46432 1.42066 1.90362
O 2.30055 0.54328 1.86930
O 1.27696 2.23983 1.02894
H 0.86590 0.72648 3.79104
H 0.74273 2.49615 3.53895
H -0.43973 1.40657 2.76439
C -3.83288 -0.02689 1.99814
N -2.81015 1.03359 1.78506
O -2.31949 1.55977 2.76187
O -2.52511 1.30039 0.63798
H -3.98457 -0.16576 3.06534
H -4.74379 0.30262 1.50774
H -3.45512 -0.93180 1.53013
C -5.32666 -2.89322 5.87801
N -5.10737 -1.80410 4.88854
O -5.93744 -1.64704 4.02167
O -4.09981 -1.13907 5.01951
H -6.25627 -3.39264 5.63477
H -4.48146 -3.57058 5.80654
H -5.36822 -2.43328 6.86029



14
Properties=species:S:1:pos:R:3 method="wB97M-V/def2-TZVPD" smiles=C[C@H]1[C@@H](O)[C@H]1O gap_ha=0.3388 e_above_lowest_kj_mol=313.26 homo_ev=-8.46
C 1.56982 -0.07826 -0.23822
C 0.43018 -0.27462 0.73428
C -0.74720 0.65936 0.65755
O -0.82329 1.43275 -0.52485
C -1.03905 -0.73433 0.29156
O -1.33866 -1.07369 -0.99346
H 2.37063 -0.80218 -0.06421
H 1.21326 -0.20523 -1.26539
H 2.04794 0.91353 -0.16055
H 0.37886 -1.19931 1.26791
H -1.18734 1.17279 1.50572
H 0.04774 1.72790 -0.81376
H -1.56837 -1.32303 1.04916
H -1.35452 -0.21569 -1.44575



12
Properties=species:S:1:pos:R:3 method="wB97M-V/def2-TZVPD" smiles=Nc1cnnc(O)n1 gap_ha=0.3548 e_above_lowest_kj_mol=193.86 homo_ev=-9.27
N -1.14461 -1.65832 0.82490
C -0.27892 -0.77531 0.19557
C 1.11180 -0.64210 0.53901
N 1.86867 0.21151 0.06506
N 1.32774 1.31665 -0.65551
C -0.00275 1.27739 -0.88075
O -0.69098 2.35177 -1.30501
N -0.78862 0.20054 -0.57849
H -2.10400 -1.66991 0.70985
H -0.64095 -2.56063 1.01322
H 1.49277 -1.29873 1.48920
H -0.15015 3.24713 -1.41705



99
Properties=species:S:1:pos:R:3 method="wB97M-V/def2-TZVPD" smiles="CCOS(C)(=O)=O.CCOS(C)(=O)=O.CCOS(C)(=O)=O.CCOS(C)(=O)=O.CCOS(C)(=O)=O.CO.CO.CO.CO" gap_ha=0.3627 e_above_lowest_kj_mol=0.00 homo_ev=-9.99
C 1.75775 -2.47033 2.66861
C 1.97002 -3.82575 1.91701
O 3.34484 -3.93166 1.76152
S 3.82965 -5.02499 0.61942
C 3.17277 -6.61490 1.41343
O 3.19839 -4.85887 -0.71581
O 5.29403 -5.03454 0.75539
H 2.26650 -1.60328 2.24731
H 2.05774 -2.58060 3.71069
H 0.68104 -2.30115 2.65533
H 1.59490 -4.60139 2.58465
H 1.41549 -3.78255 0.97960
H 2.12609 -6.65426 1.11175
H 3.32117 -6.44229 2.47939
H 3.76594 -7.47734 1.10936
C -3.72078 -1.19236 1.57980
C -2.55859 -0.25614 1.71011
O -2.85559 0.80104 2.62073
S -3.52235 2.21128 1.95421
C -2.04957 2.95965 1.24891
O -4.37352 1.87235 0.79431
O -4.02456 2.97620 3.11319
H -4.60550 -0.72234 1.15032
H -4.03906 -1.75564 2.45701
H -3.50360 -2.06851 0.96881
H -1.63725 -0.65993 2.12988
H -2.22516 -0.03132 0.69701
H -1.31883 3.07862 2.04889
H -2.32107 3.91510 0.80004
H -1.70786 2.26919 0.47780
C -4.43626 2.52781 -3.07625
C -2.99527 2.71683 -3.48021
O -2.55742 3.97145 -2.96563
S -0.97118 4.38324 -3.01979
C -0.75718 4.41583 -4.87021
O -0.81617 5.75387 -2.52364
O -0.13331 3.40745 -2.35153
H -4.57169 2.39779 -2.00254
H -4.90197 1.64654 -3.51737
H -5.05944 3.39297 -3.30260
H -2.33643 1.90852 -3.16292
H -2.84991 2.77890 -4.55868
H -0.82815 3.35876 -5.12650
H 0.22222 4.88188 -4.97826
H -1.57282 4.91137 -5.39676
C -5.84915 -0.51566 -1.69257
C -4.95815 -1.33128 -2.66536
O -3.75436 -0.63772 -3.07448
S -2.30826 -1.37049 -2.71862
C -2.13240 -2.64071 -4.06461
O -1.19351 -0.45766 -2.70809
O -2.53548 -2.04072 -1.48011
H -6.50107 0.21821 -2.16641
H -5.24847 0.00179 -0.94455
H -6.45204 -1.18502 -1.07889
H -4.71444 -2.27957 -2.18633
H -5.43721 -1.73723 -3.55631
H -2.06828 -1.97121 -4.92237
H -3.08020 -3.17608 -4.12079
H -1.30722 -3.26332 -3.71886
C 3.78379 1.67606 4.28091
C 2.50957 1.79164 5.10009
O 1.65188 2.64102 4.41019
S 0.05281 2.56694 4.91890
C -0.39777 0.84864 4.39825
O 0.11472 2.54375 6.38359
O -0.75710 3.52187 4.21930
H 4.13581 2.58731 3.79741
H 3.63006 1.14018 3.34427
H 4.59757 1.17727 4.80730
H 2.10676 0.81188 5.35681
H 2.73092 2.18772 6.09117
H 0.22989 0.13046 4.92584
H -0.25729 0.73067 3.32380
H -1.38338 0.67782 4.83128
C 1.03896 0.45801 -0.40022
O 1.69778 0.45549 0.88673
H 0.50833 1.38508 -0.61722
H 1.71380 0.25512 -1.23181
H 0.25085 -0.29487 -0.41134
H 2.42419 1.07425 0.78158
C 3.24821 3.20213 -0.02184
O 3.92128 2.02167 0.17714
H 3.86449 4.08951 -0.16624
H 2.64549 3.29573 -0.92520
H 2.58275 3.32745 0.83230
H 4.84120 2.15563 -0.06243
C 4.80483 -1.28241 -0.51396
O 5.30527 -0.53770 -1.62312
H 5.38984 -0.85626 0.30106
H 3.80258 -1.04461 -0.15752
H 5.00431 -2.34178 -0.35260
H 4.77416 -0.79387 -2.38068
C 2.51646 -2.41016 -3.16969
O 3.75549 -3.11276 -2.87986
H 2.49951 -1.80613 -4.07685
H 1.79713 -3.21433 -3.32450
H 2.15385 -1.74390 -2.38692
H 3.48315 -3.57434 -2.08338